No. 1
The following is a DFT calculation (ωB97M-V/def2-TZVPD) of 5 unconnected molecules or ions with the total composition C33H49F9IN3O5 in a non-equilibrium geometry.

Structure (XYZ):
```
100
C33H49F9IN3O5 | OMol25 | ωB97M-V/def2-TZVPD
C 6.7378 2.6458 3.8580
C 7.6059 1.3976 3.7303
C 7.3847 0.6092 2.4350
C 6.4511 -0.5893 2.6204
N 6.2957 -1.4229 1.4375
C 5.3695 -1.2169 0.3549
C 3.9332 -1.9016 0.3868
C 3.3110 -2.5222 1.6512
F 3.8722 -2.1127 2.8080
F 3.5193 -3.8701 1.5653
C 1.7616 -2.4179 1.8219
F 1.4181 -3.3007 2.7876
F 1.1889 -2.8099 0.6755
C 1.1679 -1.0238 2.2332
F 0.3135 -0.6196 1.2702
F 2.1496 -0.1054 2.3233
C 0.3634 -1.0190 3.5629
F -0.0846 0.2081 3.7986
F -0.6835 -1.8240 3.4571
F 1.1134 -1.3967 4.5883
N 3.0380 -1.0663 -0.4419
C 3.9591 -0.3925 -1.3154
O 3.8382 -0.3315 -2.4825
C 5.1205 0.1108 -0.4308
I 6.8806 0.5576 -1.5600
C 4.5541 1.3945 0.1662
C 4.3968 1.6666 1.5186
C 3.8022 2.8625 1.9086
C 3.3902 3.7609 0.9276
N 3.5415 3.5314 -0.3785
C 4.1064 2.3899 -0.7382
H 7.1265 3.3053 4.6330
H 6.6819 3.1996 2.9225
H 5.7252 2.3887 4.1713
H 8.6587 1.6563 3.8343
H 7.3816 0.7369 4.5739
H 8.3438 0.1860 2.1204
H 7.0640 1.2607 1.6217
H 5.4790 -0.3351 3.0379
H 6.9203 -1.2162 3.3850
H 7.2144 -1.5650 1.0419
H 5.8404 -1.8216 -0.4217
H 4.1033 -2.7866 -0.2230
H 2.4770 -0.3955 0.0693
H 4.7238 0.9569 2.2559
H 3.6695 3.0925 2.9568
H 2.9233 4.6989 1.1994
H 4.2255 2.2339 -1.8047
C -0.0750 -3.7250 -2.4777
C -1.1725 -3.5319 -1.4330
C -2.2937 -2.9336 -2.2716
O -2.1507 -3.4880 -3.5806
C -0.8867 -4.1467 -3.6960
H 0.6731 -4.4643 -2.1959
H 0.4369 -2.7791 -2.6671
H -1.4801 -4.4971 -1.0242
H -0.8819 -2.8883 -0.6073
H -2.2015 -1.8435 -2.3372
H -3.2883 -3.1735 -1.8928
H -1.0515 -5.2295 -3.7078
H -0.4247 -3.8571 -4.6401
C -5.7221 -1.8089 -4.1771
C -4.5825 -1.7796 -5.1940
C -5.3486 -1.8192 -6.5090
O -6.5910 -1.1493 -6.2717
C -6.7749 -0.9535 -4.8700
H -5.4461 -1.4206 -3.1975
H -6.0862 -2.8306 -4.0494
H -4.0273 -0.8423 -5.1083
H -3.8779 -2.6004 -5.0838
H -5.5570 -2.8499 -6.8153
H -4.8289 -1.3156 -7.3246
H -6.6357 0.1099 -4.6416
H -7.7969 -1.2319 -4.6069
C -9.6429 0.9898 -6.1097
C -8.9129 2.2986 -5.8168
C -10.0341 3.1512 -5.2358
O -10.9179 2.2489 -4.5694
C -10.5962 0.9032 -4.9258
H -8.9826 0.1283 -6.1861
H -10.2028 1.0725 -7.0437
H -8.1337 2.1356 -5.0688
H -8.4524 2.7489 -6.6945
H -10.5859 3.6716 -6.0263
H -9.6817 3.8921 -4.5170
H -10.1176 0.4147 -4.0687
H -11.5191 0.3692 -5.1545
C -0.3689 3.2530 7.2726
C 0.2444 1.8770 7.5258
C 1.3992 1.8692 6.5324
O 1.8287 3.2269 6.4107
C 0.8731 4.0973 7.0198
H -0.9674 3.6254 8.1023
H -0.9989 3.2272 6.3809
H 0.6222 1.8151 8.5483
H -0.4489 1.0521 7.3680
H 1.0745 1.5136 5.5519
H 2.2411 1.2579 6.8617
H 1.2882 4.4826 7.9573
H 0.6901 4.9397 6.3520
```

Summary:
- HOMO-LUMO gap (eV) = 9.0822
- LUMO (eV) = -0.175
- structure (SMILES) = CCCCN[C@H]1[C@@H](C(F)(F)C(F)(F)C(F)(F)C(F)(F)F)NC(=O)[C@@]1(I)c1cccnc1.C1CCOC1.C1CCOC1.C1CCOC1.C1CCOC1

***

No. 2
The following is a DFT calculation (ωB97M-V/def2-TZVPD) of a single C5H5NS2 molecule in a non-equilibrium geometry.

Structure (XYZ):
```
13
C5H5NS2 | OMol25 | ωB97M-V/def2-TZVPD
C -2.4979 -1.3494 -0.3986
C -1.7501 -0.3954 0.4034
C 0.5368 0.9028 -0.0617
C 1.9646 1.0170 0.0697
C 2.7375 -0.2720 -0.1027
H -3.7135 -1.3829 -0.5089
H -1.9687 -2.3168 -0.6615
H -2.0549 0.3560 1.1127
H 2.0381 1.8461 -0.7876
H 2.3200 1.7227 1.0018
N 3.0032 -1.5104 -0.1555
S -0.0646 -0.7102 0.2244
S -0.5505 2.0925 -0.1354
```

Summary:
- HOMO-LUMO gap (eV) = 8.0732
- LUMO (eV) = -0.738
- energy above the lowest of the compared OMol25 structures with the same formula, charge and spin (kJ/mol) = 369.2
- structure (SMILES) = C=CSC(=S)CC#N

***

No. 3
The following is a DFT calculation (ωB97M-V/def2-TZVPD) of 2 unconnected molecules or ions with the total composition C4H12 in a non-equilibrium geometry.

Structure (XYZ):
```
16
C4H12 | OMol25 | ωB97M-V/def2-TZVPD
C -0.0478 0.1189 1.3737
C 0.2466 0.4391 2.8437
H -0.6576 0.8559 0.9565
H 0.9572 0.1172 0.8685
H -0.4967 -0.8654 1.3389
H 0.7421 -0.3786 3.2310
H -0.7375 0.4045 3.3565
H 0.8268 1.3738 2.9750
C -0.2188 -0.9168 -2.4459
C -0.1440 0.3614 -1.6306
H -0.4474 -1.6764 -1.7249
H -0.7587 -0.9148 -3.2643
H 0.7218 -1.2607 -2.9503
H 0.6604 0.3050 -0.9930
H 0.3297 1.1868 -2.5132
H -0.9761 0.8502 -1.4215
```

Summary:
- HOMO-LUMO gap (eV) = 11.7610
- LUMO (eV) = 1.107
- energy above the lowest of the compared OMol25 structures with the same formula, charge and spin (kJ/mol) = 186.1
- structure (SMILES) = CC.CC

***

No. 4
The following is a DFT calculation (ωB97M-V/def2-TZVPD) of a molecular structure, C30H36GeN5O10SW in a non-equilibrium geometry.

Structure (XYZ):
```
84
C30H36GeN5O10SW | OMol25 | ωB97M-V/def2-TZVPD
W -0.2959 0.5315 -0.3632
N 0.2930 -1.5973 2.2256
C 0.3555 -0.5672 3.2699
C 0.1208 0.8650 2.8117
O 0.0414 1.7259 3.6633
O 0.0894 1.1154 1.5395
H -0.6184 -2.0446 2.2032
H 0.9557 -2.3346 2.4202
H 1.3523 -0.5567 3.7119
H -0.3612 -0.7221 4.0779
O 6.6314 0.0614 -1.8872
C 6.2123 -0.0706 -0.7223
O 6.8026 -0.3052 0.3505
C 4.6812 0.0698 -0.5834
C 4.0642 -0.0579 0.6422
C 2.6830 0.0513 0.7387
N 1.9221 0.2543 -0.3243
C 2.5099 0.3894 -1.5163
C 3.8632 0.3156 -1.6917
C 1.5379 0.5228 -2.6744
O 1.8796 0.6271 -3.8260
O 0.2935 0.4663 -2.2681
H 4.6785 -0.2459 1.5124
H 2.1673 -0.0230 1.6820
H 4.2930 0.4238 -2.6776
C -5.2275 -3.4622 -1.0039
C -4.0336 -4.2318 -1.5471
N -3.4294 -5.0978 -0.5425
C -4.2578 -6.1845 -0.0150
C -4.8262 -5.8928 1.3689
C -2.1467 -5.0533 -0.1089
O -1.7153 -5.8735 0.6894
C -1.1589 -4.0557 -0.6720
C -0.0178 -4.5899 -1.2420
C 0.9935 -3.7378 -1.6091
C 0.8550 -2.3826 -1.3387
N -0.2169 -1.8525 -0.7785
C -1.2227 -2.6796 -0.4814
H -5.5678 -2.7331 -1.7391
H -4.9609 -2.9342 -0.0858
H -6.0631 -4.1300 -0.7842
H -3.2763 -3.5516 -1.9313
H -4.3567 -4.8588 -2.3822
H -3.6363 -7.0757 0.0403
H -5.0540 -6.3625 -0.7394
H -4.0119 -5.7749 2.0837
H -5.4561 -6.7236 1.6969
H -5.4261 -4.9814 1.3751
H 0.0731 -5.6642 -1.3542
H 1.9096 -4.0928 -2.0613
H 1.6732 -1.7242 -1.5749
H -2.0732 -2.2543 0.0296
C -1.9428 2.8761 -3.0319
Ge -1.3282 3.3149 -1.2353
C -2.5732 3.2663 0.3044
C -1.2102 5.2919 -1.3536
C 0.3869 2.5803 -0.6645
H -3.0162 2.6596 -3.0409
H -1.4140 2.0122 -3.4276
H -1.7546 3.7495 -3.6559
H -3.5826 2.8922 0.0891
H -2.6712 4.3044 0.6194
H -2.1580 2.6970 1.1334
H -2.2007 5.7113 -1.5704
H -0.5237 5.6013 -2.1494
H -0.8537 5.7124 -0.4085
H 0.6712 3.1246 0.2300
H 1.1104 2.7097 -1.4655
O -2.0931 0.3844 -1.4288
C -2.8405 0.1683 -0.4619
N -2.2226 0.0604 0.6875
S -3.2872 -0.3690 1.8794
O -3.2218 0.4940 3.0071
O -3.2251 -1.7917 2.0833
C -4.7187 -0.0323 0.8732
C -6.0394 0.0550 1.2575
C -6.9666 0.3571 0.2656
C -6.5687 0.5631 -1.0477
C -5.2227 0.4758 -1.4076
C -4.3234 0.1800 -0.4205
H -6.3364 -0.0904 2.2877
H -8.0133 0.4507 0.5278
H -7.3099 0.8067 -1.7975
H -4.8840 0.6502 -2.4226
```

Summary:
- spin multiplicity = 3
- total charge = -1
- HOMO-LUMO gap (alpha / beta) (eV) = 6.0451 / 6.5144
- LUMO (alpha / beta) (eV) = 1.076 / 0.957
- energy above the lowest of the compared OMol25 structures with the same formula, charge and spin (kJ/mol) = 74.1

***

No. 5
The following is a DFT calculation (ωB97M-V/def2-TZVPD) of a single C10H19N5O5 molecule in a non-equilibrium geometry.

Structure (XYZ):
```
39
C10H19N5O5 | OMol25 | ωB97M-V/def2-TZVPD
C -2.2197 -0.4816 0.3967
C -1.8527 0.9295 0.5277
C -2.4335 -0.9935 -1.0975
C -3.6842 -0.6625 -1.9435
C 0.3503 0.4087 1.8037
C 0.8442 1.4887 2.7756
C 1.6050 -0.3283 1.2375
C 2.8578 0.3777 0.7120
C 2.9920 0.9943 -0.6002
C 1.7425 -0.6245 -2.1478
H -4.0923 -0.1553 1.2497
H -3.0043 -1.3323 2.1180
H -1.4822 -1.1107 0.8862
H -2.2160 -2.0074 -1.2002
H -1.5860 -0.5597 -1.8446
H -5.0140 0.6785 -2.5198
H -0.2309 2.2183 0.7989
H -0.2028 -0.2451 2.4289
H 1.2459 -0.9259 0.3329
H 1.8214 -0.9667 2.1148
H 3.1576 1.1897 1.3100
H 3.6631 -0.3612 0.7685
H 2.2119 1.8528 -0.6768
H 3.9880 1.2671 -0.6226
H 3.5228 -0.6611 -1.5905
H 0.3150 0.2800 -1.0810
H 1.1142 -2.0634 -3.2135
H 2.5639 -1.6528 -3.5000
H 1.1955 0.8745 4.6190
N -3.3075 -0.8141 1.2392
N -0.4557 1.1466 0.7987
N 2.9131 0.0019 -1.8239
N 0.4566 -0.3094 -1.8577
N 1.9277 -1.8253 -2.7552
O -2.6070 1.8655 0.3536
O -3.9657 -1.3485 -2.9192
O -4.3910 0.4156 -1.6883
O 0.6885 2.6880 2.8089
O 1.5688 0.7518 3.8019
```

Summary:
- HOMO-LUMO gap (eV) = 9.2641
- LUMO (eV) = 0.219
- energy above the lowest of the compared OMol25 structures with the same formula, charge and spin (kJ/mol) = 400.9
- structure (SMILES) = [H]/N=C(/N)NCCC[C@H](NC(=O)[C@@H](N)CC(=O)O)C(=O)O

***

> Which formula does entry 5 have?

C10H19N5O5

***

> What is the formula in the third record?

C4H12